Density functional theory data (ωB97M-V/def2-TZVPD) for C3H12F6MnN3O9S2 as an isolated structure.

```
36
Properties=species:S:1:pos:R:3:forces:R:3
Mn -0.4492 -0.4290 1.0193 -0.2 0.0 -0.5
C 2.2271 0.7269 -2.0703 -0.3 1.0 0.5
F 3.0018 0.4376 -1.0304 -0.2 -0.5 -0.1
F 2.8377 1.6463 -2.7954 -0.3 -0.2 -0.1
F 1.9847 -0.3470 -2.8082 0.2 -0.1 0.2
S 0.5394 1.4495 -1.4743 -0.4 -0.3 -1.4
O 0.5256 2.8030 -1.9243 0.4 0.1 0.9
O -0.4741 0.6503 -2.1432 0.4 -0.6 1.3
N 0.5460 1.1738 0.2209 0.0 1.3 -3.0
S 1.2172 2.4160 0.9663 0.9 1.9 0.2
O 1.4479 2.0802 2.3509 -0.3 -0.5 -0.1
O 2.2972 2.9899 0.2078 -0.8 -0.4 0.6
C -0.1864 3.7289 1.0684 0.6 -0.6 1.3
F -1.0462 3.6277 0.0857 -0.1 0.3 -0.3
F -0.8548 3.5193 2.2256 -0.1 -0.2 -0.2
F 0.3458 4.9266 1.1770 0.1 0.1 -0.6
O 1.4683 -1.1540 1.5247 1.0 -0.7 0.6
H 1.7915 -2.0011 1.1879 -0.1 0.1 -0.1
H 2.1594 -0.8379 2.1258 -0.2 0.2 -0.1
O -0.9081 0.7605 2.7278 -0.4 0.0 1.2
H -0.2762 1.3384 3.1966 0.2 0.0 -0.5
H -1.6591 0.6641 3.3288 0.0 0.1 -0.2
O -2.4251 0.1107 0.1428 -0.6 -0.3 -0.4
H -3.2815 0.5006 0.3622 0.2 0.1 0.1
H -2.5051 -0.1742 -0.7816 0.2 0.3 0.1
O -1.4786 -2.0723 1.8695 -0.7 -0.7 0.8
H -1.6692 -2.1245 2.8176 0.1 -0.1 -0.1
H -2.2475 -2.4719 1.4387 0.2 0.1 -0.1
C -0.2754 -2.6116 -1.5214 -0.9 -0.8 -0.8
O -0.2241 -1.7734 -0.5983 0.2 -0.8 -0.4
N -0.1754 -3.9565 -1.3001 0.3 0.5 1.3
N -0.5539 -2.2948 -2.8022 0.3 0.4 1.1
H -0.1666 -4.6842 -1.9868 0.0 0.2 -0.4
H -0.1605 -4.2617 -0.3411 0.2 0.0 -0.1
H -0.7018 -1.3176 -3.0071 0.2 0.0 -0.3
H -0.6709 -3.0385 -3.4592 -0.1 0.2 -0.4
```
Positions in Å, forces in eV/Å.

## Properties
Kohn-Sham gap (alpha / beta): 0.33888 / 0.37127 Ha
2S+1: 6
Charge: +1

=====

Density functional theory data (ωB97M-V/def2-TZVPD) for C3H12LiO7S as an isolated structure.

```
24
Properties=species:S:1:pos:R:3:forces:R:3
Li 16.9730 41.1460 8.7560 -1.4 0.0 -0.1
S 13.9990 42.3040 9.2360 -4.2 2.2 1.5
O 14.1270 43.2720 10.3320 0.7 0.7 0.6
O 15.3040 41.8690 8.8270 5.3 -1.9 -1.3
O 13.2030 41.1850 9.7110 -0.4 -1.9 0.3
O 13.3490 42.9170 8.0810 -0.3 0.5 -1.2
C 18.7460 41.1340 6.1620 -0.9 4.3 -1.8
O 17.6110 41.7490 6.9170 1.3 -0.5 -1.4
H 19.7470 41.6710 6.3310 -1.4 -1.0 0.5
H 18.4700 41.6080 5.0640 1.1 -2.5 2.1
H 18.7220 40.0860 6.3960 0.4 -0.4 -0.7
H 17.0280 41.9340 6.1530 -0.4 0.1 1.6
C 18.8250 42.8260 9.5740 10.7 -2.5 3.6
O 18.6050 41.4390 9.7880 -7.6 4.0 -2.9
H 18.1660 43.4640 9.3100 -5.7 3.4 -1.4
H 19.6460 42.8530 8.8270 -0.7 0.3 -0.2
H 19.5950 43.3880 10.5190 -2.9 -1.7 -2.1
H 19.2860 41.0480 10.1300 6.2 -3.2 3.1
C 17.8940 38.2770 8.6100 0.8 -1.2 4.4
O 16.7330 39.0090 8.7520 1.5 2.9 -2.1
H 18.3160 38.3180 7.6170 0.2 0.0 -0.1
H 17.5780 37.2020 8.9310 1.5 1.4 -0.8
H 18.6470 38.7430 9.5120 -1.3 -1.6 -2.7
H 16.0820 38.5160 9.1530 -2.4 -1.3 1.3
```
Positions in Å, forces in eV/Å.

## Properties
Kohn-Sham gap: 0.14844 Ha
Charge: -1

=====

Density functional theory data (ωB97M-V/def2-TZVPD) for C3H12N as an isolated structure.

```
16
Properties=species:S:1:pos:R:3:forces:R:3
N 0.3795 -1.2573 2.5008 0.8 -1.0 -0.2
H 1.2191 -1.4233 1.9336 1.1 0.1 0.2
H -0.1480 -2.1048 2.2998 -1.5 -0.4 -0.7
H 0.4979 -1.3313 3.5010 0.8 0.2 1.2
H 0.0204 -0.3566 2.2569 -1.2 1.1 -0.5
C -1.3277 0.2654 -0.6324 -2.6 -1.1 2.7
C 0.1396 0.4322 -0.7031 2.2 0.3 0.3
C 0.7522 1.0047 -2.0272 0.0 1.1 0.0
H -1.6668 -0.8546 0.0686 0.8 3.5 -2.6
H -1.8453 0.4317 -1.5711 -0.1 -1.0 -0.3
H -1.7284 1.1169 -0.0325 0.0 -0.8 -0.1
H 0.5272 -0.5886 -0.6235 0.6 0.3 0.5
H 0.4289 1.0922 0.2205 0.1 -1.4 -1.7
H 1.8491 1.2584 -1.9752 -1.1 -0.3 0.4
H 0.6691 0.3581 -2.9195 -0.3 -0.1 0.6
H 0.2332 1.9570 -2.2969 0.4 -0.6 0.2
```
Positions in Å, forces in eV/Å.

## Properties
Kohn-Sham gap (alpha / beta): 0.19140 / 0.43120 Ha
2S+1: 2

=====

Density functional theory data (ωB97M-V/def2-TZVPD) for a 2-piece molecular cluster, C3H12N overall.

```
16
Properties=species:S:1:pos:R:3:forces:R:3
N 1.9031 0.5178 1.0135 -1.1 -0.1 -1.8
H 1.6254 1.1985 0.2964 0.4 0.7 0.4
H 1.4783 0.7681 1.9044 0.3 0.0 0.2
H 1.3703 -0.2711 0.6000 0.4 -0.4 0.8
H 2.9110 0.3752 0.9875 0.0 0.0 0.4
C -0.9579 -0.6484 0.8135 -1.3 -1.2 -2.0
C -1.0011 0.3368 -0.3877 -0.3 1.0 2.0
C -0.5876 -0.1904 -1.7217 2.3 -1.2 -0.2
H -1.7507 -1.3797 0.6103 -0.1 0.1 0.3
H -1.2502 -0.1686 1.7392 0.6 -0.1 0.4
H -0.1152 -1.3712 0.7794 0.1 0.7 0.6
H -0.4338 1.2128 -0.0133 0.3 0.0 -0.8
H -1.9974 0.8067 -0.4135 0.1 -0.5 -0.1
H -0.2903 0.5972 -2.4185 -0.5 -0.2 -0.1
H 0.3417 -0.8514 -1.6324 -0.6 0.9 0.1
H -1.2458 -0.9322 -2.1572 -0.7 0.4 -0.1
```
Positions in Å, forces in eV/Å.

## Properties
Kohn-Sham gap: 0.40832 Ha
Charge: +1

=====

Density functional theory data (ωB97M-V/def2-TZVPD) for a 2-piece molecular cluster, C3H12N2 overall.

```
17
Properties=species:S:1:pos:R:3:forces:R:3
C 1.2444 -1.2610 -0.1783 -2.7 0.0 -1.8
C 1.8961 0.0010 -0.6090 -1.3 0.9 -0.6
N 3.0406 0.2800 0.1942 -0.1 1.0 2.6
H 1.8025 -2.1268 0.0270 1.1 -1.0 -0.1
H 0.4293 -1.4597 -0.9873 1.3 -0.1 1.5
H 0.7174 -0.9736 0.7070 -0.6 -0.4 0.9
H 1.0438 0.6801 -0.3664 0.7 0.5 -0.9
H 2.0694 0.0174 -1.6682 0.4 0.1 -0.5
H 2.5189 0.3848 1.0989 1.3 -0.6 -0.2
H 3.3761 1.2484 0.1603 0.0 -0.3 -0.9
C -2.0927 0.8157 0.4032 0.1 -2.1 -1.1
N -3.3450 0.0696 0.0881 -0.5 2.0 -1.3
H -2.0031 0.6002 1.4196 0.6 0.4 2.0
H -1.1751 0.3292 -0.0404 -0.8 0.7 0.0
H -2.0726 1.9202 0.2154 -0.6 -1.2 0.0
H -3.6845 -0.8505 0.3206 1.2 0.1 0.7
H -3.7657 0.3250 -0.7848 0.0 0.1 -0.2
```
Positions in Å, forces in eV/Å.

## Properties
Kohn-Sham gap: 0.35738 Ha
SMILES: CCN.CN

=====

Density functional theory data (ωB97M-V/def2-TZVPD) for a 2-piece molecular cluster, C3H12N2O overall.

```
18
Properties=species:S:1:pos:R:3:forces:R:3
N -0.1577 -2.1610 -0.1558 -0.3 -2.6 0.1
C 0.2164 -0.9614 0.5620 1.5 -0.3 0.9
C -0.5692 0.2006 0.0922 -2.0 0.2 -1.1
C -0.1911 1.5269 0.6239 0.3 0.7 -0.1
N -1.1808 2.5143 0.1525 -0.5 0.3 1.8
H 0.5305 -2.8714 0.1141 0.0 0.3 -0.5
H -1.0427 -2.7043 0.0658 1.0 1.8 0.0
H 1.3502 -0.8114 0.2660 -2.1 -0.2 1.2
H 0.1090 -1.0577 1.6895 0.4 0.2 -1.0
H -0.4866 0.3039 -0.9734 -0.1 -0.4 -0.9
H -1.6930 0.0663 0.2671 1.3 -0.2 0.0
H 0.7435 1.8583 0.2247 1.0 -0.1 -0.1
H -0.0833 1.3403 1.6707 0.0 0.8 1.2
H -2.0016 2.0037 0.4157 -1.3 -0.1 -0.6
H -1.3055 3.2895 0.8362 0.9 -0.3 -0.7
O 2.2951 -0.7280 -1.9642 0.6 2.4 1.8
H 1.9255 -1.4114 -2.4453 -1.1 -2.3 -1.6
H 1.5413 -0.3973 -1.4417 0.5 -0.1 -0.5
```
Positions in Å, forces in eV/Å.

## Properties
Kohn-Sham gap: 0.39101 Ha
SMILES: NCCCN.O

=====

Density functional theory data (ωB97M-V/def2-TZVPD) for a 2-piece molecular cluster, C3H12N2O overall.

```
18
Properties=species:S:1:pos:R:3:forces:R:3
C 4.5323 2.6524 -2.7500 1.0 -1.6 -0.6
C 4.3541 1.1619 -2.3894 -0.6 1.5 0.5
O 3.2106 1.1558 -1.4644 0.6 -0.9 -1.5
H 4.5713 3.1828 -1.8052 0.0 0.5 -0.3
H 3.7439 2.9547 -3.4345 -0.4 0.2 0.5
H 5.4403 2.7474 -3.3676 0.1 0.3 0.6
H 4.2068 0.6019 -3.3255 -0.3 -0.2 0.5
H 5.1637 0.7095 -1.8228 0.5 0.2 -0.3
H 2.6984 0.4519 -1.8652 -0.7 -0.1 0.6
N -4.6627 -1.9174 3.6839 0.7 0.9 0.9
C -4.6002 -1.6657 2.2619 -0.4 0.0 -2.6
N -3.2470 -1.6084 1.6001 -0.3 -0.6 2.1
H -5.2391 -1.2026 4.1189 -0.5 -0.2 -0.2
H -3.7948 -1.6849 4.1684 0.4 -0.4 -0.5
H -5.0833 -0.7332 1.9200 -0.2 -0.3 0.6
H -5.1217 -2.5064 1.7655 -0.2 0.4 0.3
H -3.3597 -1.8943 0.6354 -0.1 0.0 0.0
H -2.8131 -2.4055 2.0703 0.7 0.1 -0.5
```
Positions in Å, forces in eV/Å.

## Properties
Kohn-Sham gap: 0.37475 Ha
SMILES: CCO.NCN

=====

Density functional theory data (ωB97M-V/def2-TZVPD) for a 2-piece molecular cluster, C3H12N2O overall.

```
18
Properties=species:S:1:pos:R:3:forces:R:3
C 0.4250 0.8625 0.6714 -0.9 -1.5 -1.7
C -0.6179 -0.1874 0.0771 0.8 1.3 0.8
N -0.1487 -0.9333 -1.0901 0.0 0.5 0.0
C -0.9783 -1.1304 1.2274 0.6 1.4 -0.8
N -1.9885 -2.0621 0.8163 -0.4 -0.8 0.6
H 1.0085 1.2613 -0.1606 0.0 0.2 0.1
H 1.0874 0.2597 1.2874 0.2 0.6 0.6
H -0.1627 1.6630 1.1060 0.5 0.0 0.7
H -1.4582 0.4553 -0.1748 -0.5 -0.4 -0.4
H -0.3766 -0.4060 -1.9258 0.0 -0.1 0.0
H 0.8662 -0.9633 -1.0581 0.0 -0.3 0.0
H 0.0214 -1.5519 1.4347 -0.5 -0.7 0.3
H -1.1942 -0.4485 2.0776 -0.3 -0.6 -0.1
H -2.6235 -2.3818 1.5323 0.3 0.1 0.2
H -2.5583 -1.8160 0.0221 0.4 0.4 -0.2
O 3.2346 2.6656 -1.9889 0.2 0.3 0.0
H 3.1237 1.7209 -1.9433 0.1 -0.6 0.0
H 2.3402 2.9921 -1.9106 -0.3 0.3 0.0
```
Positions in Å, forces in eV/Å.

## Properties
Kohn-Sham gap: 0.34804 Ha
SMILES: C[C@@H](N)CN.O

=====

Density functional theory data (ωB97M-V/def2-TZVPD) for a 2-piece molecular cluster, C3H12N2O overall.

```
18
Properties=species:S:1:pos:R:3:forces:R:3
C 1.9729 -1.9142 0.6769 0.8 1.2 -0.8
C 0.9917 -0.9044 1.2683 -0.5 -0.8 1.2
N 0.2345 -0.2335 0.2631 -0.3 0.1 -1.2
C -0.9029 0.6084 0.4859 0.0 0.0 1.9
N -0.9082 1.6722 -0.4958 0.3 0.2 0.1
H 1.6677 -2.9517 0.6360 -0.1 -0.1 0.3
H 2.1959 -1.6147 -0.3558 -0.2 -0.1 0.0
H 2.9412 -1.7525 1.1531 -0.1 -0.7 0.3
H 1.5204 -0.2767 2.0072 0.1 0.5 -0.5
H 0.3051 -1.4469 1.9324 -0.2 -0.1 -0.2
H 0.6866 -0.0243 -0.6146 0.1 -0.2 0.2
H -1.8866 0.1121 0.5309 0.2 -0.3 -0.7
H -0.8428 1.0058 1.5194 0.2 0.1 -0.1
H -0.1162 2.2708 -0.2882 0.2 0.0 -0.3
H -1.7063 2.2719 -0.3600 -0.4 0.1 0.0
O -2.0352 1.3286 -3.0079 0.0 0.7 -0.6
H -2.5492 0.5452 -3.1987 0.2 -0.2 0.4
H -1.5685 1.3038 -2.1521 -0.1 -0.5 -0.1
```
Positions in Å, forces in eV/Å.

## Properties
Kohn-Sham gap: 0.34637 Ha
SMILES: CCNCN.O

=====

Density functional theory data (ωB97M-V/def2-TZVPD) for a 2-piece molecular cluster, C3H12N2O overall.

```
18
Properties=species:S:1:pos:R:3:forces:R:3
N -2.0497 0.1793 1.0163 0.3 -0.3 -0.9
C -1.3209 0.5975 -0.1944 -0.9 1.1 -0.5
C 0.1398 0.4881 0.0844 1.9 -0.7 -0.1
C 1.1559 0.4304 -1.0747 -1.0 -1.7 -0.5
N 2.4854 0.2764 -0.5241 0.4 0.1 -0.3
H -3.0324 0.0736 0.8106 -0.1 0.3 0.4
H -1.8671 0.8387 1.7586 -0.4 0.0 0.1
H -1.6557 0.0421 -1.0740 0.2 -0.6 0.3
H -1.5677 1.6554 -0.5196 0.3 -0.7 0.5
H 0.4091 -0.4895 0.5748 -0.6 1.5 -0.1
H 0.4249 1.2982 0.7676 0.1 -0.1 0.1
H 0.9441 -0.5608 -1.5871 -0.1 1.1 0.2
H 1.0468 1.1868 -1.8650 0.1 0.3 0.5
H 2.6206 0.5578 0.4331 -0.1 0.3 0.0
H 3.2022 0.6464 -1.1270 0.1 0.0 0.2
O -0.0851 -2.7875 0.8077 -0.5 1.1 0.1
H 0.1755 -1.8615 0.9718 0.6 -0.9 0.1
H -1.0255 -2.5713 0.7411 -0.3 -0.7 -0.1
```
Positions in Å, forces in eV/Å.

## Properties
Kohn-Sham gap: 0.36728 Ha
SMILES: NCCCN.O

=====

Density functional theory data (ωB97M-V/def2-TZVPD) for a 3-piece molecular cluster, C3H12N2O2 overall.

```
19
Properties=species:S:1:pos:R:3:forces:R:3
C -0.8622 -0.5114 0.2998 0.0 1.1 1.1
C -0.6722 -1.2165 -1.0117 -1.4 0.2 -1.5
N 0.3950 -0.6408 -1.8215 0.4 -1.1 0.4
C 1.1551 -1.4209 -2.4808 -0.5 1.3 -0.4
N 1.1122 -2.8045 -2.7111 0.6 -0.3 1.2
H 0.0201 -0.4372 0.9372 0.3 -0.6 -0.2
H -1.6538 -0.9201 0.9265 -0.1 -0.4 -0.2
H -1.1173 0.5534 0.2198 -0.1 -0.2 -0.6
H -1.5730 -1.0774 -1.6454 0.1 0.4 0.4
H -0.7475 -2.3074 -0.9347 0.8 -0.1 0.5
H 1.9060 -0.9183 -3.0936 0.2 -0.2 0.1
H 0.5058 -3.2954 -2.0612 -0.4 0.2 -0.2
H 2.0337 -3.1370 -2.4255 0.1 -0.2 -0.7
O 0.4235 1.2202 6.0387 -0.2 1.6 -0.4
H -0.1283 1.8171 5.4951 0.6 -0.2 0.5
H 0.0180 0.3901 5.8730 -0.4 -1.4 -0.1
O -0.4597 4.9569 -0.8879 0.1 -1.0 0.1
H -0.2062 5.6143 -0.2493 0.1 0.6 0.3
H -0.1490 4.1349 -0.4674 -0.2 0.3 -0.4
```
Positions in Å, forces in eV/Å.

## Properties
Kohn-Sham gap: 0.37304 Ha
SMILES: CC/N=C\N.O.O

=====

Density functional theory data (ωB97M-V/def2-TZVPD) for a 3-piece molecular cluster, C3H12N2O2 overall.

```
19
Properties=species:S:1:pos:R:3:forces:R:3
C 2.1946 0.3754 2.3916 -1.4 -0.5 -1.0
C 1.1026 0.0132 1.3476 -0.7 0.9 0.6
N 1.2356 0.6241 0.0315 2.3 -1.8 0.2
C 0.8667 0.0532 -1.0394 -0.7 0.8 -0.2
N -0.4421 -0.2309 -1.3184 0.4 -0.1 0.4
H 3.1058 -0.2052 2.2852 0.1 0.1 -0.2
H 2.3880 1.4435 2.3515 0.0 0.0 0.5
H 1.6369 0.0163 3.2594 0.8 0.6 0.7
H 1.0959 -1.0814 1.3342 -0.2 0.0 -0.6
H 0.1445 0.3205 1.7914 0.0 -0.1 0.2
H 1.5637 -0.1926 -1.8533 -0.1 0.4 -0.2
H -1.0539 0.3678 -0.7856 -0.3 -0.3 -0.1
H -0.7020 -0.4075 -2.2692 -0.1 -0.2 -0.2
O -5.4003 -3.9664 -1.4750 0.5 0.0 0.0
H -5.8195 -4.1062 -0.6207 -0.3 0.0 -0.3
H -6.0729 -3.8712 -2.1524 -0.3 0.0 0.2
O 1.5269 3.4356 0.1472 -0.1 0.4 0.4
H 1.8753 2.5598 0.3696 -0.1 -0.1 -0.5
H 1.9165 3.6832 -0.6919 0.1 -0.1 -0.1
```
Positions in Å, forces in eV/Å.

## Properties
Kohn-Sham gap: 0.32325 Ha
SMILES: CC/N=C\N.O.O